(1)
2 unconnected molecules or ions with the total composition C2H10N2O2 at a distorted geometry, computed with the ωB97M-V functional and the def2-TZVPD basis.

Geometry as XYZ:
```
16
C2H10N2O2, DFT the ωB97M-V functional and the def2-TZVPD basis
N 2.32303 -0.18035 1.26721
C 1.73482 0.34437 0.05328
O 2.22853 -0.19234 -1.17596
H 3.17785 0.32400 1.48709
H 2.58992 -1.14777 1.21916
H 1.94492 1.41418 0.05115
H 0.66294 0.15735 0.06497
H 2.79394 -0.92663 -0.98214
N -2.04724 -0.88273 -0.70022
C -2.12847 0.23493 0.27124
O -1.55108 1.38021 -0.26547
H -2.61358 -1.61920 -0.30461
H -2.54817 -0.60949 -1.54259
H -1.61591 -0.15446 1.14813
H -3.15621 0.43638 0.60108
H -1.79529 1.42157 -1.19231
```

Values from the calculation:
LUMO level, eV: 0.91
Kohn-Sham gap, eV: 10.4
E_HOMO, eV: -9.53
Energy relative to the best compared isomer or geometry (same formula, charge and spin), kcal/mol: 27.40
SMILES string: NCO.NCO


(2)
2 unconnected molecules or ions with the total composition C5H12NOS at a distorted geometry, computed with the ωB97M-V functional and the def2-TZVPD basis.

Geometry as XYZ:
```
20
C5H12NOS, DFT the ωB97M-V functional and the def2-TZVPD basis
C 2.85325 1.32634 2.32947
C 2.09598 0.77125 1.31574
O 1.92190 -0.56870 1.16950
C 1.25930 1.54518 0.36604
H 2.76304 2.39930 2.51506
H 3.39644 0.74934 3.08119
H 1.29476 -0.88535 0.44941
H 1.45129 2.62290 0.44929
H 1.46432 1.23873 -0.66638
H 0.18723 1.39314 0.56681
C -2.29712 -0.66036 -0.77036
C -1.54332 -1.99615 -0.78462
S 0.25913 -1.89281 -1.00414
N -2.12615 0.20288 -1.96803
H -2.06032 -0.09306 0.07766
H -3.34719 -0.90724 -0.67170
H -2.01899 -2.60687 -1.63723
H -1.83095 -2.51866 0.12100
H -2.58666 -0.21875 -2.78023
H -1.13595 0.09891 -2.15848
```

Values from the calculation:
LUMO level, eV: 3.92
Kohn-Sham gap, eV: 7.3
E_HOMO, eV: -3.35
Energy relative to the best compared isomer or geometry (same formula, charge and spin), kcal/mol: 26.04
Charge: -1


(3)
A molecular structure, C36H31BiF5N11O4S3, computed with the ωB97M-V functional and the def2-TZVPD basis.

Geometry as XYZ:
```
91
C36H31BiF5N11O4S3, DFT the ωB97M-V functional and the def2-TZVPD basis
Bi -0.06864 -0.28143 -0.77083
N 6.92236 1.01225 4.65915
C 5.99008 0.29101 3.88798
C 4.98736 0.95572 3.18882
C 4.04394 0.24473 2.46593
C 4.10457 -1.13745 2.41602
C 5.10386 -1.80894 3.10182
C 6.03431 -1.10085 3.84444
S 2.91117 -2.07833 1.49045
O 1.80582 -2.33767 2.39184
O 3.62170 -3.23580 0.99876
N 2.34355 -1.12344 0.34806
C 3.14951 -0.50922 -0.54033
N 4.48998 -0.64611 -0.54870
C 5.14197 -0.02581 -1.51721
C 4.52690 0.73135 -2.50273
C 3.14978 0.85684 -2.38249
N 2.47743 0.28645 -1.40837
H 7.06268 1.95576 4.33173
H 7.80634 0.53828 4.76346
H 4.94805 2.03977 3.19915
H 3.27871 0.77650 1.91559
H 5.16174 -2.88738 3.03395
H 6.81260 -1.62920 4.38548
H 6.22347 -0.14164 -1.50916
H 5.08111 1.19849 -3.30354
H 2.56839 1.44417 -3.08783
C -0.75314 -3.39460 0.29052
N -1.58011 -4.40103 0.95637
C -1.65111 -4.05406 2.38060
N -2.23467 -2.73478 2.60706
C -1.41304 -1.73549 1.92952
N -1.32492 -2.04023 0.46990
C -2.70418 -2.03148 -0.09169
N -3.54651 -3.01588 0.57936
C -2.93357 -4.33177 0.40458
C -3.57086 -2.69745 2.01511
H -0.68849 -3.58997 -0.78122
H 0.24636 -3.40441 0.72330
H -0.63972 -4.06843 2.79170
H -2.26051 -4.80500 2.89259
H -0.39908 -1.76421 2.32733
H -1.84640 -0.74241 2.07214
H -2.63052 -2.24714 -1.15951
H -3.12123 -1.03396 0.04085
H -2.89098 -4.56237 -0.66239
H -3.55583 -5.07945 0.90562
H -4.20642 -3.42863 2.52326
H -3.98307 -1.69698 2.15715
S 0.08928 -1.64878 -2.69994
F -3.62211 5.01894 -4.29627
C -3.24832 3.91975 -3.60528
C -2.19672 3.97231 -2.70956
F -1.54070 5.13318 -2.53292
C -1.81321 2.84683 -2.01098
F -0.76254 2.93344 -1.17257
C -2.45479 1.59892 -2.15082
O -2.10442 0.54063 -1.50734
C -3.51324 1.58993 -3.08365
F -4.18391 0.44792 -3.29915
C -3.90251 2.71486 -3.78234
F -4.92323 2.64193 -4.65772
N 0.15346 0.85033 2.32078
C 0.57823 0.87136 3.38574
C 1.06631 0.91144 4.73486
C 1.95336 1.90689 5.13123
C 2.42824 1.91840 6.43202
C 2.01535 0.94365 7.32960
C 1.12359 -0.04296 6.93188
C 0.64394 -0.06583 5.63276
H 2.26611 2.65278 4.41331
H 3.12806 2.68385 6.74194
H 2.39178 0.95293 8.34514
H 0.80006 -0.80046 7.63382
H -0.05172 -0.82379 5.29914
O -4.50956 2.61950 4.42793
S -3.40348 2.31529 3.47323
N -3.13272 0.98174 2.93830
N 2.71866 2.79146 0.75977
C 2.10553 3.72528 0.49606
C 1.35142 4.92656 0.26374
C 1.61949 5.70254 -0.86089
C 0.92810 6.88766 -1.04770
C -0.02313 7.29082 -0.12087
C -0.30306 6.50203 0.98534
C 0.38171 5.31513 1.18462
H 2.35895 5.36907 -1.57648
H 1.12143 7.49030 -1.92558
H -0.57178 8.21062 -0.27893
H -1.07354 6.79639 1.68525
H 0.14884 4.67307 2.02368
```

Values from the calculation:
LUMO level, eV: 3.84
Kohn-Sham gap, eV: 6.1
E_HOMO, eV: -2.22
Charge: -2


(4)
A molecular structure, C11H26N4O7PrS at a distorted geometry, computed with the ωB97M-V functional and the def2-TZVPD basis.

Geometry as XYZ:
```
50
C11H26N4O7PrS, DFT the ωB97M-V functional and the def2-TZVPD basis
O 2.38229 1.56767 -2.49394
H 2.66801 1.81468 -3.38844
Pr 0.67011 0.55127 -1.01189
N -0.34441 -1.93519 -0.49396
N -0.06898 -0.97955 -2.72412
N 1.03300 0.22252 1.53883
N 2.01057 2.23996 0.27125
O -0.41830 -2.46836 0.69518
O 0.66545 -0.87128 2.26946
O 2.66522 3.31841 -0.34757
O -0.28162 0.19001 -3.28170
C -1.08480 -1.88896 -2.68020
C -1.19793 -2.49657 -1.41101
C 1.37343 1.27828 2.30993
C 1.87051 2.41867 1.58323
C -2.20842 -3.52301 -1.04673
H -2.92484 -3.12868 -0.30467
H -1.72371 -4.42020 -0.63209
H -2.78086 -3.84095 -1.92768
C -2.02646 -2.09627 -3.79588
H -1.54248 -1.85054 -4.75061
H -2.91447 -1.44938 -3.67711
H -2.36961 -3.13886 -3.83696
C 1.27111 1.30285 3.80339
C 2.24878 3.70461 2.23030
H 1.12739 0.29755 4.19020
H 0.43465 1.94296 4.12539
H 2.17648 1.73741 4.25210
H 2.03729 4.56047 1.57844
H 3.31891 3.74063 2.47877
H 1.67649 3.80808 3.15675
H 0.26542 -1.54782 1.57281
H 2.80786 2.99971 -1.26334
C 2.98364 0.22923 -2.10194
H 2.37453 -0.63070 -2.47404
H 3.13076 0.20052 -0.99890
H 3.98407 0.14953 -2.55862
O 2.78990 -3.55361 0.90217
H 3.13325 -2.68494 1.15250
H 2.03720 -3.35677 0.30945
C -2.77130 -0.37738 1.60584
S -2.85442 0.36592 -0.02736
C -3.82759 1.81692 0.36924
O -1.48776 1.04854 -0.23813
H -3.80342 -0.57350 1.92372
H -2.27320 0.31323 2.29595
H -2.21213 -1.31886 1.54775
H -3.36910 2.30519 1.23317
H -3.78718 2.47186 -0.50460
H -4.86333 1.53470 0.57568
```

Values from the calculation:
LUMO level (alpha / beta), eV: -4.04 / -4.01
Kohn-Sham gap (alpha / beta), eV: 5.6 / 5.9
E_HOMO (alpha / beta), eV: -9.68 / -9.89
2S+1: 3
Charge: +1